Record 1
13
Properties=species:S:1:pos:R:3:forces:R:3:lowdin_charge:R:1 method="wB97M-V/def2-TZVPD" spin_multiplicity=1 de_lowest_ev=0.0052 smiles=N#Cc1cnc(Cl)nc1N energy_ev=-23716.7924 fmax_ev_per_a=2.02
C -0.025170 0.736120 0.000289 0.299 -0.248 -0.009 -0.320
C 2.009054 -0.268554 -0.000935 -0.453 0.152 -0.020 -0.820
C 0.227535 -1.640752 -0.003351 0.423 0.438 0.108 -0.058
C -0.632188 -0.553991 0.001512 0.621 0.297 -0.088 -0.159
C -2.044027 -0.672419 -0.009204 -2.007 -0.146 0.114 -0.191
H -0.276340 2.750418 -0.008983 0.325 0.169 0.008 0.114
H -1.734475 1.875649 0.010086 -0.719 -0.221 0.000 0.095
H -0.166314 -2.646764 0.014999 -0.014 -0.096 -0.059 0.127
N -0.744376 1.868524 -0.003847 0.439 -0.111 -0.002 0.185
N 1.312568 0.853392 0.001719 -0.257 -0.031 -0.001 0.111
N 1.561385 -1.509803 -0.004018 -0.442 -0.302 0.007 0.057
N -3.208140 -0.706783 0.002765 1.699 0.075 -0.058 0.162
Cl 3.720493 -0.085036 -0.001036 0.086 0.024 0.000 0.697

***

Record 2
12
Properties=species:S:1:pos:R:3:forces:R:3:lowdin_charge:R:1 method="wB97M-V/def2-TZVPD" spin_multiplicity=1 de_lowest_ev=4.5826 energy_ev=-32124.4790 charge=-1 fmax_ev_per_a=2.70
C -0.132396 0.022230 0.343105 -0.107 -1.619 -1.158 -0.179
C -0.509679 1.374023 0.512074 0.149 2.687 0.224 -0.217
C -0.829871 -1.050807 -0.006353 -1.089 -0.429 -0.154 -0.098
C -1.521823 2.049042 -0.048359 -0.446 -0.192 0.764 -0.637
C -2.838209 -0.637931 0.748606 -1.374 0.679 0.231 -0.494
N -2.256751 -1.112213 -0.301626 1.158 -0.300 0.730 -0.470
O -2.655728 -1.782934 -1.348233 0.371 0.264 -0.223 -0.238
S -2.847201 2.781087 -0.543639 1.703 -0.749 0.440 0.677
Cl -4.642800 -0.697410 0.462996 -0.093 -0.136 0.144 0.345
H 0.907851 -0.184686 0.403436 0.874 -0.017 0.609 0.080
H 0.279627 1.867928 1.170636 -1.497 0.194 -1.054 0.126
H -0.394678 -2.026365 0.084163 0.350 -0.383 -0.552 0.104

***

Record 3
10
Properties=species:S:1:pos:R:3:forces:R:3:lowdin_charge:R:1 method="wB97M-V/def2-TZVPD" spin_multiplicity=1 de_lowest_ev=1.7866 energy_ev=-28587.9633 fmax_ev_per_a=1.33
C -1.204643 -1.202505 0.080930 -0.438 -1.045 -0.694 -0.586
C 0.115341 -1.239377 -0.012130 0.864 0.987 -0.096 -0.209
C 1.086663 -0.095814 -0.051637 -1.178 0.361 0.276 -0.798
C 0.633228 1.295291 -0.029155 -0.437 -0.552 -0.031 -0.208
C 0.241227 2.434518 0.018046 0.567 -0.866 0.003 0.129
H -1.768368 -2.125871 0.052170 0.292 -0.203 0.245 0.062
H 0.542095 -2.236928 -0.085125 0.195 0.294 0.222 0.099
H -0.024994 3.454600 0.084615 -0.151 0.265 -0.028 0.035
S 2.674032 -0.354325 -0.014663 0.688 -0.291 -0.106 0.780
Cl -2.294582 0.070409 -0.043050 -0.402 1.049 0.209 0.696

***

Record 4
15
Properties=species:S:1:pos:R:3:forces:R:3:lowdin_charge:R:1 method="wB97M-V/def2-TZVPD" spin_multiplicity=5 de_lowest_ev=0.0000 energy_ev=-51892.1209 charge=+1 fmax_ev_per_a=10.18
O -2.230304 -4.534361 0.881396 -0.053 0.882 -0.881 0.023
C -2.249143 -3.723746 0.090268 0.075 -0.864 0.881 -0.015
Fe 0.437956 0.420132 -0.699348 -3.017 -0.523 1.140 0.309
O 1.735339 -1.244694 1.405645 -2.584 2.166 -2.648 0.208
C 1.062605 -0.667601 0.659605 4.273 -5.105 5.811 -0.068
C 1.210408 1.868509 -0.071149 4.132 7.527 3.595 -0.113
O 1.702771 2.869406 0.234609 -1.676 -3.292 -1.063 0.243
C 0.028596 1.572996 -2.134115 -1.914 5.768 -6.687 -0.094
O -0.129397 2.219733 -3.083755 0.388 -2.425 3.600 0.259
C 0.880398 -0.369564 -2.213358 2.162 -5.450 -8.323 -0.122
O 1.029639 -0.730972 -3.314029 -0.518 1.500 4.322 0.229
H -0.977866 0.327647 -0.226404 -1.411 -0.199 0.276 0.098
O -1.005395 0.700820 2.476608 0.382 -0.351 -0.003 -0.072
H -0.395293 1.328054 2.887234 -0.264 -0.146 0.210 0.049
H -1.100308 -0.036353 3.106797 0.026 0.512 -0.231 0.066

***

Record 5
9
Properties=species:S:1:pos:R:3:forces:R:3:lowdin_charge:R:1 method="wB97M-V/def2-TZVPD" spin_multiplicity=1 de_lowest_ev=5.4262 energy_ev=-6715.2971 fmax_ev_per_a=4.09
C 0.200797 -0.034423 -0.762990 3.789 0.588 1.421 0.116
C 3.718635 0.403870 -0.135888 -2.055 -0.316 -0.711 -0.309
C 2.523909 0.236857 -0.317662 -1.872 -0.145 -0.314 0.067
C -0.393968 0.085134 0.388551 -2.163 0.144 -0.967 -0.052
C 6.141292 0.867863 0.058251 -0.231 -0.142 -0.195 0.046
N 5.009007 0.609507 -0.111797 1.216 0.332 0.581 -0.091
H 0.515325 -0.123651 -1.797788 -0.919 -0.224 0.387 0.055
H -1.529593 0.024174 0.542548 1.686 -0.102 -0.684 0.109
H 0.128392 0.416772 1.253282 0.549 -0.135 0.481 0.059

***

Record 6
11
Properties=species:S:1:pos:R:3:forces:R:3:lowdin_charge:R:1 method="wB97M-V/def2-TZVPD" spin_multiplicity=1 de_lowest_ev=6.3937 energy_ev=-19043.9488 charge=-1 fmax_ev_per_a=5.15
C 1.793050 2.990619 0.744895 0.356 0.981 0.150 -0.122
C 0.898819 2.292867 0.353127 -2.085 -4.605 -0.965 -0.048
C -0.974606 -1.273996 -1.385175 -0.007 -0.141 0.162 -0.203
C -0.854729 -1.774703 -0.117283 -0.067 0.054 -0.382 -0.195
C -0.093362 0.206420 -0.208889 0.720 2.314 -0.620 -0.215
N -0.481837 0.000004 -1.427336 0.539 1.128 0.518 0.036
N -0.271439 -0.795652 0.658892 -0.010 0.415 -0.507 -0.619
S 0.068713 -0.978973 2.301033 0.340 -0.040 1.454 0.239
H 2.423139 3.790099 1.041300 0.208 -0.002 0.090 -0.029
H -1.379451 -1.735467 -2.267704 -0.047 -0.084 -0.069 0.075
H -1.128296 -2.721217 0.307140 0.050 -0.019 0.167 0.083

***

Record 7
11
Properties=species:S:1:pos:R:3:forces:R:3:lowdin_charge:R:1 method="wB97M-V/def2-TZVPD" spin_multiplicity=1 de_lowest_ev=1.0014 smiles=N#Cc1ncccn1 energy_ev=-9701.8185 fmax_ev_per_a=5.19
C 1.913551 -0.210245 0.022309 2.150 0.435 0.694 -0.164
C 0.524816 -0.074064 0.056803 -1.182 -2.748 -2.952 -0.388
C -1.159261 1.250439 -0.019407 -3.190 -2.156 -0.027 -0.111
C -2.114553 0.152802 0.154617 4.554 -0.600 -1.273 0.020
C -1.522056 -1.174201 -0.080176 0.210 4.711 2.173 -0.071
H -1.651198 2.174292 -0.100390 -0.052 1.562 -0.027 0.089
H -3.095700 0.464108 0.411000 -0.892 -0.447 -0.075 0.079
H -2.132205 -2.010707 0.140561 -0.144 -1.229 -0.761 0.091
N 3.030826 0.032016 0.097898 0.510 -0.494 -0.133 0.186
N 0.141879 1.162767 -0.156022 -1.017 0.352 1.231 0.150
N -0.169260 -1.237080 -0.121312 -0.946 0.613 1.151 0.119

***

Record 8
13
Properties=species:S:1:pos:R:3:forces:R:3:lowdin_charge:R:1 method="wB97M-V/def2-TZVPD" spin_multiplicity=1 de_lowest_ev=7.7924 smiles="CC(=C(C#N)C#N)[N+](=O)[O-]" energy_ev=-13790.6979 fmax_ev_per_a=6.96
C 2.295578 -0.606707 -0.197684 0.128 -0.929 0.527 -0.219
C 0.461176 -2.270048 -0.224576 -1.239 -1.176 0.165 -0.209
C 0.934183 -0.971271 -0.251725 -2.512 5.543 0.616 -0.021
C -0.240987 0.440034 -0.040817 3.196 -6.176 0.317 -0.017
C -1.667398 0.228343 0.167258 -1.718 -0.703 -1.969 -0.046
N 3.423087 -0.535822 0.061933 -0.380 0.209 -0.434 0.214
N -0.077404 -3.303532 -0.149166 0.746 1.097 -0.172 0.203
N 0.312257 1.694047 0.046157 -0.820 3.619 0.356 -0.357
O -0.556374 2.593227 0.334231 1.727 -1.641 -0.517 0.040
O 1.494101 1.954508 -0.168472 -0.851 -0.859 0.103 0.080
H -2.176966 0.841891 0.867200 0.349 0.907 1.070 0.072
H -2.155882 -0.794926 0.346467 1.587 1.136 -0.837 0.124
H -2.045366 0.730253 -0.790810 -0.215 -1.028 0.776 0.137